[1]
50
Properties=species:S:1:pos:R:3:forces:R:3 method="wB97M-V/def2-TZVPD" homo_energy_ev="-22.69 / -22.65" orbital_gap_ev="9.8 / 5.4" e_above_lowest_kj_mol=0.0 e_tot_ev=-95924.429 total_charge=+4 s_squared=6.02 spin_multiplicity=5 fmax_ev_per_a=1.63
Os -0.099 -0.198 0.103 0.0 0.0 0.1
C -0.167 -2.601 1.922 0.0 0.0 0.0
C -1.436 -2.753 1.092 0.0 0.0 0.0
N -1.642 -1.691 0.013 0.0 0.0 0.0
C -2.978 -0.999 0.113 0.0 0.0 0.0
C -2.865 0.169 1.069 0.0 0.0 0.0
N -1.748 1.047 0.584 0.0 0.0 0.0
C -1.452 2.227 1.472 0.0 0.0 0.0
C -0.181 2.932 1.003 0.0 0.0 0.0
C 1.137 2.302 1.473 0.0 0.0 0.0
N 1.027 0.804 1.603 0.0 0.0 0.0
C 2.323 0.082 1.907 0.0 -0.1 -0.1
C 2.701 -0.792 0.729 0.0 0.0 0.1
N 1.502 -1.583 0.282 0.0 0.0 0.0
C 1.157 -2.759 1.182 0.0 0.0 0.1
H -0.206 -3.392 2.678 0.0 0.0 0.0
H -0.188 -1.672 2.510 0.0 0.0 0.0
H -2.301 -2.714 1.752 0.0 0.0 0.0
H -1.452 -3.727 0.601 0.0 0.0 0.0
H -1.635 -2.194 -0.872 0.0 0.0 0.0
H -3.746 -1.703 0.435 0.0 0.0 0.0
H -3.251 -0.654 -0.887 0.0 0.0 0.0
H -2.620 -0.156 2.082 0.0 0.0 0.0
H -3.801 0.728 1.118 0.0 0.0 0.0
H -2.063 1.449 -0.304 0.0 0.0 0.0
H -1.391 1.872 2.503 0.0 0.0 0.0
H -2.306 2.905 1.430 0.0 0.0 0.0
H -0.201 3.963 1.359 0.0 0.0 0.0
H -0.207 3.004 -0.090 0.0 0.0 0.0
H 1.427 2.685 2.453 0.0 0.0 0.0
H 1.953 2.523 0.786 0.0 0.0 0.0
H 0.448 0.675 2.435 0.0 0.0 0.0
H 2.177 -0.513 2.809 0.0 0.0 0.0
H 3.108 0.807 2.123 0.0 0.0 0.0
H 3.525 -1.458 0.989 0.0 0.0 0.0
H 3.020 -0.187 -0.123 0.0 0.0 0.0
H 1.744 -1.978 -0.626 0.0 0.0 0.0
H 1.970 -2.880 1.896 0.0 0.0 0.0
H 1.140 -3.658 0.565 0.0 0.0 0.0
Br 1.275 1.718 -6.668 -0.2 -0.3 1.0
C 0.900 1.206 -4.853 0.3 0.4 -1.5
C 1.536 1.870 -3.821 0.2 0.2 0.4
C 1.228 1.456 -2.533 0.2 0.2 0.2
N 0.362 0.469 -2.254 0.0 0.0 -0.1
C -0.232 -0.144 -3.288 -0.2 -0.3 0.0
C 0.001 0.183 -4.616 -0.3 -0.4 0.1
H 2.246 2.674 -3.969 0.0 0.0 -0.1
H 1.707 1.958 -1.701 0.0 0.0 0.0
H -0.930 -0.943 -3.071 0.0 0.0 0.0
H -0.516 -0.359 -5.399 0.0 0.0 -0.1

***

[2]
69
Properties=species:S:1:pos:R:3:forces:R:3 method="wB97M-V/def2-TZVPD" homo_energy_ev=-5.54 orbital_gap_ev=7.5 e_tot_ev=-92516.923 total_charge=-1 fmax_ev_per_a=18.83
Na -0.605 -0.246 -0.651 -0.5 5.5 -12.1
Cl 0.991 0.480 -3.301 -5.4 2.3 -2.2
O 2.269 1.087 -3.397 1.0 0.2 -0.1
O 0.415 0.533 -1.975 -1.0 1.6 -8.2
O -0.022 1.163 -4.102 4.0 -0.5 -0.4
O 1.123 -0.950 -3.565 -1.8 1.7 -4.4
Cl -2.630 1.519 -1.536 -0.1 -0.3 -3.1
O -2.056 2.197 -0.337 -0.9 -2.3 -7.2
O -4.085 1.487 -1.405 0.8 0.8 -0.4
O -2.138 2.100 -2.777 -1.5 0.8 2.2
O -2.134 0.163 -1.421 -9.2 10.5 -1.7
C -0.385 -2.196 -1.924 -0.8 -1.7 -3.5
C -0.586 -3.012 -3.163 -0.8 -0.9 -0.3
O -1.524 -2.203 -3.914 0.6 -3.3 -2.0
C -1.559 -1.004 -3.420 -0.9 3.5 -1.6
O -1.916 0.010 -3.990 -1.2 -3.7 0.5
O -1.095 -1.027 -2.205 3.3 -6.3 -6.0
H 0.621 -1.876 -1.651 -1.2 -1.8 -1.6
H -0.949 -2.613 -1.090 0.1 0.7 -2.5
H -1.066 -3.960 -2.922 -0.4 -0.1 -0.1
H 0.301 -3.309 -3.722 0.0 0.7 -0.3
C 2.744 -1.645 -2.043 1.3 -0.3 -0.3
O 2.780 -1.705 -0.643 0.0 -0.5 2.6
C 1.721 -1.550 0.143 -1.7 0.9 -0.2
O 0.546 -1.229 -0.200 13.7 -8.2 6.9
O 2.098 -1.637 1.408 0.7 -0.8 0.1
C 1.137 -1.732 2.455 -1.6 -2.6 1.0
H 3.086 -2.586 -2.473 -0.4 -0.4 0.3
H 3.469 -0.938 -2.449 0.2 0.4 0.7
H 1.793 -1.322 -2.467 1.4 -1.2 1.4
H 0.878 -2.757 2.719 0.6 -0.5 -0.5
H 0.222 -1.184 2.231 0.5 -2.8 0.2
H 1.494 -1.321 3.400 0.6 -0.2 -0.5
C 1.502 0.889 3.281 -0.9 1.4 0.4
O 0.779 0.306 2.189 0.0 3.6 0.2
C -0.374 0.705 1.638 -1.0 3.9 0.9
O -0.941 0.058 0.788 -0.6 6.3 17.7
O -0.774 1.939 2.089 0.5 -3.3 0.7
C -1.916 2.620 1.619 -0.1 4.1 3.8
H 1.766 1.915 3.027 0.2 -0.7 0.3
H 2.371 0.307 3.587 -0.1 -0.2 -0.9
H 0.874 0.933 4.171 -0.3 0.0 0.0
H -2.825 2.020 1.664 0.6 4.3 -0.2
H -1.905 2.967 0.585 1.1 2.3 2.9
H -2.017 3.485 2.275 0.1 0.0 0.7
C 1.773 1.010 -0.607 2.9 0.8 3.2
O 1.115 1.824 0.381 0.8 1.7 -0.2
C 1.805 2.805 0.951 0.6 1.2 -1.3
O 2.861 3.242 0.574 0.7 -0.3 0.1
O 1.116 3.340 1.944 -0.7 1.9 2.0
C 1.702 4.321 2.920 0.3 -1.0 -2.1
H 1.045 0.215 -0.772 3.9 1.9 2.0
H 2.675 0.567 -0.185 0.6 0.7 0.3
H 1.946 1.505 -1.562 0.8 0.7 1.7
H 0.945 4.655 3.630 -0.3 -0.5 -0.4
H 2.083 5.169 2.351 0.1 -0.1 0.1
H 2.520 3.811 3.429 0.0 0.2 0.1
C -3.338 0.301 1.430 -0.4 -1.4 -0.9
O -2.772 -0.971 1.742 0.8 -3.6 -0.1
C -2.080 -1.669 0.799 1.0 -0.7 -1.7
O -1.980 -1.393 -0.393 -6.4 -7.9 7.3
O -1.230 -2.702 1.292 -4.2 3.0 1.8
C -0.486 -3.532 0.463 1.0 -1.8 1.8
H -2.741 1.105 1.861 -0.8 -4.5 1.4
H -4.378 0.292 1.755 0.1 0.0 -0.1
H -3.198 0.540 0.375 -0.9 -0.7 0.6
H -1.007 -4.470 0.269 -0.4 0.1 -0.5
H 0.221 -3.807 1.245 0.9 -0.5 -0.7
H -0.074 -3.039 -0.417 0.6 -1.7 2.1

***

[3]
53
Properties=species:S:1:pos:R:3:forces:R:3 method="wB97M-V/def2-TZVPD" homo_energy_ev=-9.29 orbital_gap_ev=8.9 e_tot_ev=-53077.475 total_charge=0 smiles="C#C[C@@H]1OC(=O)O[C@@]1(C=C)P(O)Cl.COC[C@@H](C)N.COC[C@@H](C)N" fmax_ev_per_a=7.79
C 5.927 2.514 -3.103 -5.0 -2.1 -5.1
C 5.191 1.972 -4.066 2.8 2.8 5.1
C 4.192 1.561 -5.294 1.3 0.5 -0.3
O 5.007 1.699 -6.511 0.4 3.0 1.4
C 5.337 3.131 -6.460 3.5 1.4 -1.4
O 6.414 3.646 -6.922 -6.7 -2.9 2.7
O 4.261 3.839 -5.754 1.6 -2.4 -1.7
C 3.208 2.826 -5.502 1.3 0.0 4.4
C 2.508 2.991 -4.061 -2.1 -1.7 0.4
C 1.584 1.958 -3.590 1.7 2.5 -1.2
P 2.168 2.954 -7.094 -1.6 -0.7 -1.4
O 0.512 2.606 -6.812 2.4 0.8 1.3
Cl 2.223 5.029 -7.591 -0.3 -1.0 0.9
H 6.251 3.239 -2.256 -0.4 -2.0 -2.0
H 3.755 0.501 -5.250 0.7 1.8 0.0
H 2.711 3.922 -3.400 -1.1 -1.1 -1.9
H 1.818 0.832 -3.692 -1.0 2.0 -0.7
H 0.579 2.327 -3.144 2.4 -1.0 0.3
H 0.249 2.730 -5.865 0.2 0.0 -0.8
C -0.556 1.349 -0.391 -0.1 -0.2 -0.3
O 0.190 0.269 -0.933 0.3 0.1 0.3
C 1.103 -0.336 -0.018 0.1 -0.3 -0.1
C 0.459 -1.357 0.944 -0.3 0.3 -0.1
C -0.329 -0.713 2.081 0.1 -0.1 0.3
N -0.416 -2.295 0.228 0.2 0.1 -0.3
H 0.024 1.927 0.334 0.0 -0.1 0.0
H -1.474 0.975 0.064 0.0 0.2 0.2
H -0.841 2.008 -1.213 0.1 0.0 0.0
H 1.830 -0.870 -0.640 -0.1 0.0 -0.1
H 1.668 0.430 0.527 -0.1 0.1 0.1
H 1.273 -1.931 1.401 0.0 0.0 -0.1
H -1.301 -0.334 1.757 0.1 0.0 -0.1
H -0.524 -1.446 2.869 0.0 0.1 -0.1
H 0.230 0.115 2.527 0.0 0.0 0.0
H 0.139 -2.794 -0.467 -0.1 -0.1 0.1
H -1.061 -1.738 -0.336 0.0 -0.1 0.2
C -5.173 -1.845 6.476 0.3 0.1 0.2
O -4.059 -2.689 6.724 -0.2 -0.3 -0.3
C -3.794 -3.637 5.693 0.3 -0.1 0.1
C -3.006 -3.071 4.493 -0.2 0.3 0.2
C -3.852 -2.215 3.555 0.0 0.0 -0.3
N -1.842 -2.289 4.933 0.0 -0.2 0.3
H -5.969 -2.362 5.931 0.1 0.0 -0.1
H -4.852 -0.955 5.930 -0.2 0.0 -0.1
H -5.569 -1.515 7.438 0.1 -0.1 0.0
H -3.182 -4.415 6.161 0.0 0.1 0.1
H -4.721 -4.127 5.370 -0.1 0.1 -0.1
H -2.642 -3.925 3.910 0.0 0.0 0.1
H -4.048 -1.218 3.957 0.0 -0.1 0.1
H -3.334 -2.073 2.601 0.0 0.0 0.2
H -4.812 -2.694 3.344 0.1 0.0 0.0
H -1.230 -2.895 5.479 0.0 0.1 -0.1
H -2.175 -1.606 5.615 0.1 -0.1 -0.2